Entry 1:
C3H7NO | ωB97M-V with the def2-TZVPD basis set

The HOMO-LUMO gap (alpha / beta) comes out at 2.416 / 7.368 eV. The total energy comes out at -248.392168 Ha. The LUMO energy (alpha / beta) comes out at 3.8 / 3.7 eV. Its spin multiplicity is 2. As for the expectation value of S²: 0.75. For the energy above the lowest of the compared OMol25 structures with the same formula, charge and spin, the calculation gives 168.4 kJ/mol. Its charge is -1. For the HOMO energy (alpha / beta), the calculation gives 1.4 / -3.7 eV.

Last column: Mulliken charge in e.
Element x y z (Å)
C 1.075 1.171 1.870  -0.628
C 0.750 1.826 0.736  -0.844
H 1.929 0.508 2.078  0.209
H 0.310 1.230 2.673  0.110
H 1.499 1.946 -0.090  0.146
H -0.077 2.581 0.626  0.179
C -0.999 -1.885 -1.963  0.012
N -0.981 -1.220 -0.687  -0.210
O -1.636 -1.760 -2.982  -0.460
H -0.079 -2.379 -1.904  0.171
H -1.681 -0.683 -0.208  0.153
H -0.110 -1.336 -0.149  0.164


Entry 2:
C26H25NOSiTc | ωB97M-V with the def2-TZVPD basis set

The HOMO-LUMO gap (alpha / beta) comes out at 7.609 / 5.808 eV. The total energy comes out at -1505.788844 Ha. The LUMO energy (alpha / beta) comes out at -0.4 / -1.5 eV. Its spin multiplicity is 4. As for the expectation value of S²: 3.77. For the HOMO energy (alpha / beta), the calculation gives -8.0 / -7.4 eV.

Last column: Mulliken charge in e.
Element x y z (Å)
C 0.045 -1.353 -1.824  -0.727
C -1.299 -1.397 -1.307  -1.228
C -1.265 -1.989 -0.013  0.827
C 0.092 -2.249 0.324  -0.571
C 0.894 -1.941 -0.822  -0.528
Tc 0.045 0.091 -0.266  0.322
C -1.441 1.470 -1.346  -0.640
C -0.296 2.273 -2.063  0.440
C 0.621 3.035 -2.634  -0.617
N 1.933 0.193 0.369  -0.348
H -2.146 -2.262 0.576  0.521
H -2.221 -1.173 -1.858  0.720
H 0.439 -2.711 1.252  0.363
H 1.975 -2.051 -0.883  0.410
H 0.348 -0.973 -2.798  0.472
H -2.106 0.831 -1.986  0.292
H 2.583 0.906 -0.081  0.081
H -1.986 1.890 -0.456  0.288
H 0.487 3.911 -3.411  0.240
H 1.755 2.875 -2.362  0.180
O 0.052 0.037 1.936  1.097
Si 0.090 0.041 3.538  -1.843
C -1.619 -0.419 4.114  -0.023
C -2.388 -1.341 3.396  0.302
C -3.693 -1.627 3.812  -0.517
C -4.197 -1.048 4.984  -0.515
C -3.410 -0.157 5.719  -0.825
C -2.125 0.169 5.273  -0.024
C 1.284 -1.246 4.185  0.696
C 0.804 -2.230 5.056  -0.356
C 1.675 -3.200 5.568  -0.681
C 3.009 -3.235 5.146  -0.427
C 3.482 -2.276 4.239  -0.805
C 2.618 -1.282 3.758  -0.111
C 0.561 1.732 4.172  0.659
C -0.435 2.709 4.296  -0.120
C -0.100 4.012 4.687  -0.721
C 1.240 4.358 4.895  -0.441
C 2.239 3.386 4.757  -0.634
C 1.901 2.078 4.385  -0.311
H -1.971 -1.846 2.521  -0.072
H -4.308 -2.307 3.221  0.413
H -5.203 -1.296 5.327  0.362
H -3.781 0.294 6.639  0.386
H -1.515 0.881 5.830  0.550
H -0.252 -2.235 5.336  0.343
H 1.295 -3.917 6.297  0.366
H 3.683 -4.007 5.525  0.357
H 4.525 -2.296 3.914  0.369
H 2.988 -0.536 3.050  0.283
H -1.481 2.454 4.108  0.469
H -0.893 4.748 4.827  0.364
H 1.501 5.383 5.166  0.363
H 3.284 3.642 4.943  0.381
H 2.684 1.326 4.265  0.170


Q: Number 2 is which compound?
A: C26H25NOSiTc


Q: Among the records above, which one has the highest spin multiplicity?
A: C26H25NOSiTc


Copy entry 1 word for word.
C3H7NO | ωB97M-V with the def2-TZVPD basis set

The HOMO-LUMO gap (alpha / beta) comes out at 2.416 / 7.368 eV. The total energy comes out at -248.392168 Ha. The LUMO energy (alpha / beta) comes out at 3.8 / 3.7 eV. Its spin multiplicity is 2. As for the expectation value of S²: 0.75. For the energy above the lowest of the compared OMol25 structures with the same formula, charge and spin, the calculation gives 168.4 kJ/mol. Its charge is -1. For the HOMO energy (alpha / beta), the calculation gives 1.4 / -3.7 eV.

Last column: Mulliken charge in e.
Element x y z (Å)
C 1.075 1.171 1.870  -0.628
C 0.750 1.826 0.736  -0.844
H 1.929 0.508 2.078  0.209
H 0.310 1.230 2.673  0.110
H 1.499 1.946 -0.090  0.146
H -0.077 2.581 0.626  0.179
C -0.999 -1.885 -1.963  0.012
N -0.981 -1.220 -0.687  -0.210
O -1.636 -1.760 -2.982  -0.460
H -0.079 -2.379 -1.904  0.171
H -1.681 -0.683 -0.208  0.153
H -0.110 -1.336 -0.149  0.164